*i*
2 unconnected molecules or ions with the total composition C5H6, computed with ωB97M-V/def2-TZVPD.

```
! RIJCOSX wB97M-V def2-TZVPD def2/J DEFGRID3
* xyz 0 1
C 0.85194 0.44222 1.85801
C 1.23098 0.58867 0.65373
C -2.11150 -1.67069 -1.88920
C -2.02645 -0.93634 -0.93380
C 1.36398 0.87615 -0.57691
H 0.15548 1.02167 2.41156
H -2.22320 -2.44931 -2.52504
H 1.35592 -0.29410 2.46673
H -2.07589 -0.39414 -0.06864
H 0.87359 0.33531 -1.41969
H 2.09183 1.50967 -0.84493
*
```

Values from the calculation:
gap between HOMO and LUMO	11.069	eV
HOMO energy	-0.3678	hartree
structure (SMILES)	C=C=C.C#C

List of natural (NBO) charges in e, atom by atom:
1. C -0.505
2. C 0.107
3. C -0.226
4. C -0.216
5. C -0.480
6. H 0.222
7. H 0.218
8. H 0.215
9. H 0.224
10. H 0.231
11. H 0.210


*ii*
C5H6 in the gas phase, computed with ωB97M-V/def2-TZVPD.

```
! RIJCOSX wB97M-V def2-TZVPD def2/J DEFGRID3
* xyz 0 1
C -0.76172 -2.24536 0.61497
C -0.13010 -1.40597 0.02968
C 0.21790 -0.16159 -0.63543
C -0.42983 1.01612 0.06893
C 1.05224 0.96331 -0.07126
H -1.43841 -2.87520 1.15390
H 0.17706 -0.17862 -1.71728
H -1.04758 1.71935 -0.48332
H -0.81113 0.74342 1.04360
H 1.49715 1.63659 -0.80077
H 1.67442 0.78794 0.79698
*
```

Values from the calculation:
gap between HOMO and LUMO	10.551	eV
HOMO energy	-0.3433	hartree
structure (SMILES)	C#CC1CC1

List of natural (NBO) charges in e, atom by atom:
1. C -0.266
2. C 0.012
3. C -0.319
4. C -0.388
5. C -0.396
6. H 0.238
7. H 0.237
8. H 0.218
9. H 0.222
10. H 0.219
11. H 0.223


Energies, relative to the best one, in hartree: *i* 0.0617; *ii* 0.0000.


*i*
2 unconnected molecules or ions with the total composition C2H7NS, computed with ωB97M-V/def2-TZVPD.

```
! RIJCOSX wB97M-V def2-TZVPD def2/J DEFGRID3
* xyz 0 1
S -1.18318 1.61360 0.73035
H -1.95158 0.74571 1.40565
C 1.33829 -1.39074 -0.44117
C 0.24768 -2.20386 -0.08758
N 1.14734 -0.04835 -1.07999
H 2.41602 -1.60604 -0.45841
H 0.36255 -3.26321 0.07228
H -0.76587 -1.77898 -0.23087
H 0.65480 0.40007 -0.29086
H 1.99135 0.57085 -0.93016
H -1.32359 1.02011 -0.52073
*
```

Values from the calculation:
gap between HOMO and LUMO	9.721	eV
HOMO energy	-0.3254	hartree
structure (SMILES)	C=CN.S

List of natural (NBO) charges in e, atom by atom:
1. S -0.307
2. H 0.152
3. C 0.001
4. C -0.495
5. N -0.845
6. H 0.189
7. H 0.214
8. H 0.197
9. H 0.370
10. H 0.354
11. H 0.170


*ii*
3 unconnected molecules or ions with the total composition C2H7NS, computed with ωB97M-V/def2-TZVPD.

```
! RIJCOSX wB97M-V def2-TZVPD def2/J DEFGRID3
* xyz 0 1
C 0.56007 -1.60740 0.93362
S -1.86215 -0.93700 -0.80181
H 1.21107 -0.94982 1.45924
H 0.02441 -2.25066 1.56755
H 1.06264 -2.15938 0.16438
C -0.07747 2.11974 -0.91027
N 0.21845 1.18574 -0.09779
H 0.43048 3.11479 -0.77012
H -0.77686 1.94595 -1.76434
H -0.18124 -1.08427 0.38097
H -0.60940 0.62231 -0.16142
*
```

Values from the calculation:
gap between HOMO and LUMO	6.162	eV
HOMO energy	-0.3508	hartree

List of natural (NBO) charges in e, atom by atom:
1. C -0.725
2. S -0.128
3. H 0.237
4. H 0.217
5. H 0.222
6. C -0.041
7. N -0.594
8. H 0.173
9. H 0.166
10. H 0.151
11. H 0.321


*iii*
2 unconnected molecules or ions with the total composition C2H7NS, computed with ωB97M-V/def2-TZVPD.

```
! RIJCOSX wB97M-V def2-TZVPD def2/J DEFGRID3
* xyz 0 1
S -0.89750 0.09559 1.55966
H -0.89353 -0.34200 2.80275
C 1.80841 -0.20635 -1.10580
C -0.58301 -0.16830 -1.31762
N 0.50364 0.54607 -1.18549
H 2.55326 0.47242 -1.08780
H 1.79008 -0.95200 -1.91898
H 1.81412 -0.65080 -0.10675
H -0.30193 -1.14597 -1.83293
H -1.68859 0.04059 -1.01253
H 0.20866 -0.52620 1.04074
*
```

Values from the calculation:
gap between HOMO and LUMO	10.052	eV
HOMO energy	-0.3405	hartree
structure (SMILES)	C=NC.S

List of natural (NBO) charges in e, atom by atom:
1. S -0.278
2. H 0.132
3. C -0.424
4. C -0.098
5. N -0.416
6. H 0.205
7. H 0.187
8. H 0.189
9. H 0.134
10. H 0.221
11. H 0.147


Energies, relative to the best one, in hartree: *i* 0.0000; *ii* 0.1322; *iii* 0.0230.


*i*
10 unconnected molecules or ions with the total composition C33H89N3O13, computed with ωB97M-V/def2-TZVPD.

```
! RIJCOSX wB97M-V def2-TZVPD def2/J DEFGRID3
* xyz 0 1
C 7.70496 3.28623 -0.87410
O 7.46318 1.95947 -1.38504
H 7.32330 4.04084 -1.56185
H 7.20443 3.45061 0.08012
H 8.77851 3.47404 -0.89227
H 8.04600 1.37103 -0.89959
C 3.95312 3.41514 -1.39902
O 3.15966 2.49029 -2.26970
H 4.20157 2.94242 -0.44881
H 4.80604 3.73245 -1.99896
H 3.44348 4.36769 -1.25407
H 3.58246 1.63800 -2.14145
C 8.40609 -2.47920 1.02142
O 9.62094 -2.65611 0.30311
H 8.70058 -2.03515 1.97232
H 7.61536 -1.85532 0.60474
H 8.06084 -3.42997 1.42754
H 9.70766 -3.60986 0.23632
C 1.07938 4.14989 6.89380
O 2.16640 4.96625 6.48489
C 1.92426 5.77343 5.35545
C 1.04598 7.01751 5.69435
N -0.36869 6.76283 5.20812
C -0.54562 6.79453 3.79210
C -1.94120 6.21809 3.47531
O -2.21995 4.88106 3.91863
C -1.59414 3.78743 3.33089
H 0.23802 4.82310 7.05813
H 1.41886 3.56916 7.75148
H 0.93074 3.46081 6.06244
H 1.41433 5.18428 4.59324
H 2.90679 6.04588 4.97007
H 1.50875 7.92837 5.31448
H 0.94696 7.14692 6.77209
H -0.74691 5.90089 5.57431
H 0.14850 6.10586 3.31039
H -0.54178 7.79406 3.35735
H -2.20840 6.21225 2.41858
H -2.74786 6.80164 3.91902
H -1.87806 3.53550 2.30912
H -1.92077 2.90378 3.87913
H -0.51009 3.82373 3.43878
C -2.21901 -8.25056 3.69003
O -2.69652 -7.10871 4.46392
C -4.08694 -6.85118 4.30137
C -4.22441 -5.38498 4.78802
N -3.52399 -4.52589 3.78908
C -3.73355 -3.11204 3.91196
C -2.81864 -2.27037 2.99265
O -1.48332 -2.49819 3.37205
C -0.52741 -1.94115 2.57435
H -2.46739 -8.09720 2.63985
H -2.67616 -9.19741 3.97746
H -1.13873 -8.35931 3.78633
H -4.68546 -7.45269 4.98551
H -4.49987 -6.89461 3.29354
H -3.93642 -5.37296 5.83922
H -5.29282 -5.17051 4.76360
H -2.58172 -4.88593 3.73800
H -3.64629 -2.79158 4.95013
H -4.75137 -2.80480 3.67161
H -3.06160 -1.20876 3.03826
H -3.05321 -2.70049 2.01896
H 0.43182 -2.43687 2.72350
H -0.51269 -0.87889 2.81823
H -0.72377 -2.05241 1.50798
C -3.36404 1.22355 0.65240
O -2.06430 0.89605 0.11443
C -2.11159 -0.18096 -0.83848
C -0.87126 -0.30484 -1.75176
N 0.23024 -0.80522 -0.89921
C 1.31083 0.15085 -1.12224
C 2.48984 -0.34115 -0.27002
O 3.76656 0.26902 -0.63778
C 4.81305 -0.58558 -1.19331
H -4.02975 1.69503 -0.07055
H -3.23580 2.08939 1.30200
H -3.78479 0.40051 1.23005
H -3.00036 -0.00600 -1.44479
H -2.32403 -1.15423 -0.39608
H -0.64100 0.70531 -2.09038
H -1.05476 -0.97446 -2.59202
H -0.16420 -0.94690 0.01972
H 0.95631 1.12791 -0.79397
H 1.53589 0.21260 -2.18696
H 2.65461 -1.41739 -0.32151
H 2.33769 -0.06639 0.77375
H 4.99470 -1.47002 -0.58269
H 5.76213 -0.05186 -1.24334
H 4.66375 -0.87452 -2.23366
C 1.40314 4.22981 -4.59182
C 0.66319 2.96843 -4.87722
C 1.16384 2.23444 -6.06436
O 0.87758 2.11478 -3.78449
H 2.48839 4.20196 -4.49403
H 0.97070 4.57656 -3.65328
H 1.16967 4.88876 -5.42811
H -0.40103 3.20391 -4.88616
H 2.18112 1.87068 -5.91973
H 1.01960 2.75157 -7.01298
H 0.44106 1.43420 -6.22351
H 1.71833 2.39736 -3.41723
C -6.78548 2.27276 -2.09393
C -6.56214 0.76957 -2.35212
C -7.01345 -0.24154 -1.25853
O -7.17711 0.46242 -3.55846
H -5.87822 2.80092 -2.38721
H -6.72892 2.42259 -1.01575
H -7.63375 2.82380 -2.50000
H -5.48428 0.76960 -2.51434
H -6.55857 -0.05085 -0.28650
H -6.84569 -1.31116 -1.38447
H -8.08571 -0.15064 -1.08514
H -6.45626 0.53769 -4.18801
C -3.44306 -2.12349 -4.41864
C -3.20973 -3.56680 -4.34013
C -1.77658 -3.89037 -4.94383
O -3.34900 -4.03981 -2.97495
H -2.76126 -1.60068 -3.74788
H -4.44274 -1.97349 -4.01093
H -3.17276 -1.74195 -5.40326
H -3.95778 -4.09862 -4.92810
H -1.68086 -4.96986 -5.06067
H -0.91650 -3.68471 -4.30659
H -1.55013 -3.52691 -5.94619
H -3.15233 -4.95585 -3.18420
C 2.25324 -3.45105 -2.51595
C 3.38073 -3.50304 -3.53160
C 4.46681 -4.46335 -3.08767
O 2.68335 -3.94642 -4.74741
H 2.50109 -2.99599 -1.55700
H 1.83365 -4.37901 -2.12746
H 1.39890 -2.86484 -2.85441
H 3.71301 -2.48873 -3.75262
H 5.10208 -4.10738 -2.27662
H 5.14215 -4.58799 -3.93412
H 3.98871 -5.38255 -2.74912
H 3.21907 -4.66780 -5.08537
*
```

Values from the calculation:
gap between HOMO and LUMO	8.862	eV
HOMO energy	-0.3115	hartree
structure (SMILES)	COCCNCCOC.COCCNCCOC.COCCNCCOC.CC(C)O.CC(C)O.CC(C)O.CC(C)O.CO.CO.CO

Löwdin population analysis, charges in e, atoms 1 to 99:
1. C -0.148
2. O -0.136
3. H 0.067
4. H 0.078
5. H 0.077
6. H 0.066
7. C -0.065
8. O -0.156
9. H 0.079
10. H 0.064
11. H 0.074
12. H 0.044
13. C -0.166
14. O -0.116
15. H 0.072
16. H 0.065
17. H 0.078
18. H 0.069
19. C -0.081
20. O -0.212
21. C -0.216
22. C -0.134
23. N -0.073
24. C -0.231
25. C -0.190
26. O -0.199
27. C -0.124
28. H 0.078
29. H 0.093
30. H 0.086
31. H 0.093
32. H 0.119
33. H 0.108
34. H 0.111
35. H 0.082
36. H 0.096
37. H 0.123
38. H 0.116
39. H 0.121
40. H 0.070
41. H 0.091
42. H 0.075
43. C -0.079
44. O -0.203
45. C -0.234
46. C -0.192
47. N -0.050
48. C -0.226
49. C -0.208
50. O -0.178
51. C -0.134
52. H 0.080
53. H 0.079
54. H 0.082
55. H 0.114
56. H 0.119
57. H 0.113
58. H 0.111
59. H 0.106
60. H 0.112
61. H 0.114
62. H 0.115
63. H 0.121
64. H 0.096
65. H 0.095
66. H 0.066
67. C -0.083
68. O -0.186
69. C -0.210
70. C -0.169
71. N -0.050
72. C -0.200
73. C -0.155
74. O -0.232
75. C -0.069
76. H 0.078
77. H 0.062
78. H 0.080
79. H 0.100
80. H 0.113
81. H 0.101
82. H 0.100
83. H 0.063
84. H 0.123
85. H 0.113
86. H 0.088
87. H 0.121
88. H 0.078
89. H 0.065
90. H 0.075
91. C -0.066
92. C -0.533
93. C -0.061
94. O -0.074
95. H 0.085
96. H 0.090
97. H 0.083
98. H 0.142
99. H 0.093


*ii*
13 unconnected molecules or ions with the total composition C33H89N3O13, computed with ωB97M-V/def2-TZVPD.

```
! RIJCOSX wB97M-V def2-TZVPD def2/J DEFGRID3
* xyz 0 1
C 4.48372 -1.53938 4.38396
C 4.59660 -1.68589 2.86423
O 5.28542 -0.50730 2.55705
H 5.43909 -1.60317 4.90026
H 3.78875 -2.26017 4.82632
H 3.91236 -0.64295 4.62761
H 3.61036 -1.67094 2.39857
H 5.15689 -2.58350 2.60069
H 6.16014 -0.63488 2.18288
C 3.79845 -2.55379 -4.90556
C 2.97436 -1.94429 -6.05616
O 3.01245 -0.54025 -6.02745
H 3.20566 -2.89011 -4.05282
H 4.50226 -1.86319 -4.43987
H 4.38743 -3.42207 -5.20212
H 1.93173 -2.27100 -6.08619
H 3.26415 -2.39162 -7.01030
H 2.11917 -0.18136 -6.01471
C 2.71885 -4.37991 0.56863
C 3.23576 -4.95090 -0.71227
O 2.48853 -6.08186 -1.18783
H 3.20056 -4.74748 1.47540
H 1.65805 -4.61420 0.67623
H 2.72532 -3.29051 0.63757
H 4.27475 -5.19567 -0.48074
H 3.26961 -4.14730 -1.44735
H 2.72275 -6.86333 -0.68105
O 4.68042 2.20913 1.78459
H 4.59020 1.26855 1.97139
H 4.48990 2.28854 0.84496
O 0.30311 0.66362 -5.85607
H -0.20849 0.82847 -5.06039
H 0.26261 1.48982 -6.34454
O 1.67369 4.83903 -4.81282
H 1.67239 4.86142 -3.85359
H 2.59201 4.69165 -5.04684
O 2.69051 6.81862 -2.90595
H 2.40394 7.63415 -3.32328
H 2.38484 6.89069 -1.99823
O 5.42670 3.46548 -1.11963
H 4.78622 2.81912 -1.43249
H 5.47981 4.12040 -1.82107
O 3.25561 2.46593 -5.68910
H 3.08265 1.52007 -5.65537
H 2.80997 2.76531 -6.48531
O 4.99452 3.64660 -4.16251
H 4.78346 2.95244 -3.53483
H 4.36884 3.50908 -4.88534
C -3.72719 2.06655 2.99916
C -4.38583 1.90250 1.55751
C -5.39799 0.74203 1.67200
C -6.64765 0.75170 0.80857
C -7.26586 2.12518 0.90555
C -6.30117 3.33836 0.55060
N -5.10300 3.20095 1.36521
O -4.23680 4.34169 1.39477
C -5.95685 3.16210 -0.96376
C -7.10139 4.59422 0.81840
C -3.28714 1.50180 0.58464
H -2.69504 2.40539 2.92217
H -3.77489 1.19053 3.65241
H -4.32615 2.63885 3.71150
H -4.89758 -0.19893 1.44498
H -5.76355 0.88758 2.69082
H -7.39112 -0.03697 0.92460
H -6.26548 0.54437 -0.19531
H -7.49540 2.29241 1.96061
H -8.11419 2.37528 0.26893
H -5.13842 3.84892 -1.19732
H -5.54488 2.19536 -1.24762
H -6.73098 3.51894 -1.64462
H -7.02571 4.91153 1.85999
H -6.52435 5.37045 0.31035
H -8.15278 4.63065 0.54077
H -3.69467 1.17092 -0.37231
H -2.66846 0.64547 0.85707
H -2.63685 2.37409 0.50066
H -4.35210 4.68149 2.28705
C 3.73364 -0.33771 -1.10692
C 2.44991 0.48456 -0.87125
C 1.89335 0.12907 0.51917
C 0.83473 1.08127 1.04255
C 1.29644 2.51143 0.88572
C 1.76988 2.94569 -0.54230
N 2.72539 1.92513 -1.08648
O 3.20527 2.30522 -2.33355
C 0.56973 3.27924 -1.50502
C 2.48577 4.26573 -0.27059
C 1.42097 -0.05412 -1.89037
H 3.88333 -0.44436 -2.18177
H 3.66858 -1.33722 -0.67304
H 4.63883 0.06215 -0.64776
H 1.53747 -0.89261 0.37483
H 2.71347 0.00147 1.22939
H 0.68302 0.79536 2.08424
H -0.06400 0.83303 0.47316
H 2.07486 2.58397 1.64753
H 0.51214 3.17207 1.25971
H 0.03105 4.08844 -1.01268
H 0.89279 3.52747 -2.51386
H -0.11625 2.43188 -1.46591
H 3.32072 4.24370 0.43090
H 2.90006 4.62278 -1.21382
H 1.79112 4.89135 0.29216
H 1.67791 0.25717 -2.90675
H 0.41749 0.36056 -1.78012
H 1.35353 -1.14146 -1.92723
H 2.45991 2.21873 -2.94254
C -1.03858 -2.32656 1.20046
C -0.91237 -3.10499 2.55671
C -1.83455 -2.42773 3.60526
C -3.36910 -2.70399 3.43450
C -3.50048 -4.21102 3.56486
C -2.69635 -5.00366 2.57142
N -1.31131 -4.52635 2.45231
O -0.47465 -5.31684 1.68793
C -2.60125 -6.47512 3.12914
C -3.31540 -5.17969 1.18580
C 0.55319 -2.99129 3.05271
H -2.05090 -2.35721 0.79366
H -0.83550 -1.25860 1.29433
H -0.37104 -2.71824 0.43114
H -1.50497 -2.74241 4.59684
H -1.70107 -1.34448 3.60563
H -3.91260 -2.21178 4.23997
H -3.76762 -2.46988 2.44640
H -4.54917 -4.51303 3.55120
H -3.16288 -4.46108 4.57315
H -1.73571 -6.46703 3.79047
H -2.52429 -7.24867 2.36596
H -3.53555 -6.71631 3.63841
H -3.15922 -4.21952 0.68271
H -4.36797 -5.45920 1.17296
H -2.79030 -5.77740 0.43868
H 1.24168 -2.61703 2.29730
H 0.67313 -2.29037 3.88353
H 0.78600 -3.89438 3.61800
H -0.83487 -5.24072 0.79515
*
```

Values from the calculation:
gap between HOMO and LUMO	8.269	eV
HOMO energy	-0.3045	hartree

Löwdin population analysis, charges in e, atoms 1 to 99:
1. C -0.082
2. C -0.299
3. O -0.098
4. H 0.077
5. H 0.064
6. H 0.078
7. H 0.080
8. H 0.116
9. H 0.105
10. C -0.071
11. C -0.300
12. O -0.094
13. H 0.054
14. H 0.067
15. H 0.066
16. H 0.112
17. H 0.104
18. H 0.025
19. C -0.100
20. C -0.309
21. O -0.067
22. H 0.082
23. H 0.054
24. H 0.042
25. H 0.109
26. H 0.099
27. H 0.082
28. O -0.055
29. H -0.012
30. H -0.009
31. O -0.030
32. H 0.052
33. H 0.055
34. O -0.059
35. H -0.008
36. H 0.009
37. O -0.047
38. H 0.044
39. H 0.030
40. O -0.044
41. H -0.012
42. H 0.034
43. O -0.035
44. H 0.025
45. H 0.069
46. O -0.065
47. H -0.005
48. H -0.023
49. C -0.030
50. C -0.456
51. C -0.140
52. C -0.192
53. C -0.135
54. C -0.506
55. N -0.108
56. O -0.009
57. C -0.026
58. C -0.040
59. C -0.038
60. H 0.074
61. H 0.067
62. H 0.081
63. H 0.113
64. H 0.113
65. H 0.115
66. H 0.097
67. H 0.120
68. H 0.114
69. H 0.080
70. H 0.059
71. H 0.082
72. H 0.086
73. H 0.082
74. H 0.088
75. H 0.077
76. H 0.068
77. H 0.079
78. H 0.095
79. C -0.009
80. C -0.464
81. C -0.143
82. C -0.182
83. C -0.123
84. C -0.442
85. N -0.091
86. O -0.046
87. C 0.007
88. C -0.047
89. C -0.027
90. H 0.075
91. H 0.072
92. H 0.087
93. H 0.094
94. H 0.099
95. H 0.117
96. H 0.087
97. H 0.115
98. H 0.120
99. H 0.088


Energies, relative to the best one, in hartree: *i* 0.1220; *ii* 0.0000.